[1]
16
Properties=species:S:1:pos:R:3:nbo_charge:R:1 method="wB97M-V/def2-TZVPD" e_above_lowest_kcal_mol=90.27 orbital_gap_ev="3.2 / 3.2" max_force_ev_per_a=3.6
C -1.68984 -0.82652 -1.09889 -0.13
C -0.55089 -0.64879 -1.91811 -0.20
C -1.78293 -0.45447 0.23294 -0.17
C 0.55658 -0.20329 -1.20443 -0.22
C -0.72453 0.08341 0.93501 -0.12
C 0.45040 0.17128 0.11747 -0.26
N 2.10339 0.57451 2.48835 -1.04
P 2.08333 0.79331 0.95990 1.32
Cl -2.25346 2.69443 -0.13813 -0.80
I 3.96448 -0.25692 -0.19240 -0.01
H -2.69288 -1.16122 -1.50083 0.23
H -0.24224 -1.19407 -2.76469 0.23
H -2.64890 -0.57021 0.76288 0.23
H 1.48686 -0.07610 -1.74986 0.23
H -0.89659 0.51363 1.88144 0.26
H 2.83723 0.56102 3.18935 0.43

[2]
16
Properties=species:S:1:pos:R:3:nbo_charge:R:1 method="wB97M-V/def2-TZVPD" smiles="O=[N+]([O-])[C@@]1(Cl)C=CC=CC1" e_above_lowest_kcal_mol=84.32 orbital_gap_ev=9.5 max_force_ev_per_a=3.3
O -3.75604 -1.13345 0.24609 -0.34
N -2.59467 -1.23823 0.02279 0.51
O -2.13378 -2.19979 -0.55837 -0.39
C -1.74175 0.01572 0.15256 0.02
Cl -2.78672 1.40154 0.46988 0.02
C -0.81149 -0.21879 1.29228 -0.24
C 0.48273 -0.33769 1.19680 -0.17
C 1.19551 0.01051 -0.01922 -0.25
C 0.57959 0.46663 -1.08488 -0.15
C -0.87001 0.26856 -1.29701 -0.44
H -1.32566 -0.06343 2.21827 0.22
H 1.04848 -0.38322 2.21550 0.23
H 2.30266 -0.01065 0.01728 0.22
H 0.91308 0.75858 -2.08133 0.22
H -1.35536 1.18911 -1.79455 0.24
H -0.94246 -0.71824 -1.84426 0.27

[3]
15
Properties=species:S:1:pos:R:3:nbo_charge:R:1 method="wB97M-V/def2-TZVPD" smiles="CC(C)=C(C#N)C(=S)Cl" e_above_lowest_kcal_mol=25.96 orbital_gap_ev=8.6 max_force_ev_per_a=4.5
C -1.28093 0.02148 2.18629 -0.69
C -1.10262 -0.66786 0.89918 0.13
C 0.26414 -1.33452 0.75675 -0.66
C -1.97240 -0.59496 -0.14689 -0.19
C -1.84707 -1.34247 -1.31891 0.24
N -1.81452 -2.03196 -2.25607 -0.29
C -3.49527 0.38082 -0.10914 -0.24
S -4.06414 0.83001 -1.52551 0.17
Cl -4.23388 0.64406 1.37342 0.10
H -2.30507 0.04037 2.54564 0.24
H -0.66534 -0.41445 2.93005 0.22
H -1.09703 1.11192 2.33985 0.25
H 1.01922 -0.50669 0.74724 0.23
H 0.73198 -1.97613 1.55118 0.24
H 0.27256 -1.77192 -0.25927 0.24

[4]
16
Properties=species:S:1:pos:R:3:nbo_charge:R:1 method="wB97M-V/def2-TZVPD" orbital_gap_ev=7.1 max_force_ev_per_a=11.2
C 1.99998 0.22505 0.56131 -0.15
C 3.02309 -0.15336 -0.20349 -0.37
C 4.21116 0.64518 -0.27172 0.25
C -2.67457 0.57971 -0.34910 -0.26
C -1.65687 -0.29235 0.27046 -0.42
C -1.99381 -1.72937 0.48899 -0.49
H 2.00833 1.12998 1.15794 0.22
H 2.99319 -1.06505 -0.79254 0.25
H -3.32067 0.07471 -1.07475 0.20
H -1.00850 0.19296 0.99501 0.26
H -2.98860 -2.06695 0.20573 0.24
H -1.59232 -2.19657 1.38332 0.23
N 5.17602 1.28353 -0.33369 -0.30
S -2.86218 2.14922 -0.02771 0.08
S -0.83637 -1.46181 -0.85587 0.22
Cl 0.55290 -0.68833 0.68351 0.05

[5]
17
Properties=species:S:1:pos:R:3:nbo_charge:R:1 method="wB97M-V/def2-TZVPD" e_above_lowest_kcal_mol=4.35 orbital_gap_ev=8.8 charge=-1 max_force_ev_per_a=4.6
C 1.75270 -0.33180 -0.75679 -0.20
C 0.69934 0.24043 -1.33395 -0.16
C 1.99194 -0.12158 0.68770 -0.26
C -0.20213 1.19415 -0.79488 -0.28
C 0.98393 -0.30623 1.54947 -0.35
C -1.28024 0.86100 -0.12734 -0.34
O -2.36492 -0.97832 1.31952 -1.02
O -3.04222 -0.59963 -0.97433 -1.01
O -0.99125 -1.71358 -0.48352 -1.03
S -2.02554 -0.78760 -0.03263 2.45
Cl -2.49287 1.90417 0.27526 0.02
H 2.51238 -0.94530 -1.32041 0.20
H 0.46066 -0.02438 -2.28632 0.20
H 2.98030 0.25682 1.10702 0.19
H -0.09977 2.21001 -0.78723 0.20
H -0.00883 -0.69284 1.37414 0.23
H 1.12651 -0.16533 2.58428 0.17

[6]
19
Properties=species:S:1:pos:R:3:nbo_charge:R:1 method="wB97M-V/def2-TZVPD" e_above_lowest_kcal_mol=7.48 orbital_gap_ev=9.9 max_force_ev_per_a=4.6
C -1.64907 1.79203 -1.12727 -0.44
C -1.01657 0.73915 -1.70876 -0.03
N -0.13700 -0.05616 -1.05004 -0.48
C -0.48103 -0.77729 -0.05364 0.62
C -1.70608 -0.61790 0.79790 -0.72
O 0.33339 -1.71913 0.58087 -0.51
C 1.45207 -2.30636 0.20370 1.07
O 2.11986 -2.40611 -0.80015 -0.54
F 1.81717 -2.95522 1.34774 -0.33
H -2.39971 2.45583 -1.75488 0.22
H -1.49751 1.99588 -0.13261 0.19
H -0.99083 0.67462 -2.80263 0.21
H -1.36811 0.24477 1.47718 0.26
H -1.97296 -1.58811 1.19178 0.24
H -2.53273 -0.17684 0.11927 0.25
O 1.55312 0.50319 1.43706 -0.54
C 2.43629 1.10717 0.98446 1.15
F 2.39069 2.40075 0.67488 -0.31
F 3.64900 0.68973 0.61512 -0.30

[7]
19
Properties=species:S:1:pos:R:3:nbo_charge:R:1 method="wB97M-V/def2-TZVPD" e_above_lowest_kcal_mol=0.00 orbital_gap_ev=10.1 max_force_ev_per_a=2.3
C -0.02826 0.37326 1.99446 -0.45
C -0.26325 1.18976 0.93933 -0.02
N 0.44790 1.28016 -0.27395 -0.50
C 0.76281 0.51297 -1.17956 0.63
C 0.47371 -0.96684 -1.25097 -0.71
O 1.48999 0.99902 -2.27860 -0.52
C 2.82746 1.10592 -2.11638 1.07
O 3.48489 0.67247 -1.25387 -0.57
F 3.40481 1.63667 -3.17517 -0.30
H -0.87407 0.38759 2.70112 0.22
H 0.73037 -0.41604 2.05899 0.21
H -1.13629 1.81254 0.84735 0.21
H 0.66595 -1.36705 -0.21128 0.25
H 1.13340 -1.31766 -2.09110 0.24
H -0.59322 -1.10416 -1.51930 0.25
O 2.02965 3.68283 -1.40262 -0.57
C 1.55053 3.44476 -0.35092 1.15
F 2.13829 2.87770 0.68052 -0.31
F 0.45879 3.92609 0.12007 -0.30

[8]
20
Properties=species:S:1:pos:R:3:nbo_charge:R:1 method="wB97M-V/def2-TZVPD" e_above_lowest_kcal_mol=32.11 orbital_gap_ev=8.5 max_force_ev_per_a=4.4
C 0.60916 -1.70197 -2.45811 -0.22
C 1.33665 -1.81435 -1.24756 -0.19
C -0.64340 -1.16508 -2.36422 -0.20
C 0.80232 -1.23431 -0.12956 -0.23
C -1.16234 -0.54467 -1.17875 -0.23
C -0.40490 -0.59993 -0.03923 0.12
N -0.45186 0.04319 1.23594 -0.86
O -2.32302 1.26431 0.43472 -0.93
O -1.51375 2.43776 2.15778 -0.86
O 0.80391 1.01011 3.14718 -0.92
O 1.74865 3.04028 2.25824 -0.81
F -0.04283 2.20761 0.30385 -0.50
S -1.16278 1.45324 1.18765 2.52
S 0.74755 2.47179 3.10500 1.71
H 1.10759 -2.02943 -3.43565 0.23
H 2.34951 -2.25935 -1.16207 0.23
H -1.32989 -1.20647 -3.21380 0.22
H 1.29135 -1.30824 0.84485 0.20
H -2.21581 -0.15633 -1.20203 0.26
H 0.45388 0.09183 1.75576 0.46